Entry 1:
The following is a quantum chemistry calculation of a cluster of 12 separate species, C20H69N5O12 in total in a non-equilibrium geometry, from the OMol25 dataset.

```
106
Properties=species:S:1:pos:R:3:lowdin_charge:R:1
C 1.382 -1.579 -3.133 -0.090
O 0.524 -0.748 -2.357 -0.206
C 1.245 0.210 -1.619 -0.198
C 1.946 -0.374 -0.403 -0.389
C 0.970 -1.150 0.499 -0.039
N 2.555 0.728 0.396 0.041
H 0.771 -2.190 -3.798 0.082
H 1.792 -2.373 -2.494 0.088
H 2.199 -1.064 -3.627 0.070
H 1.971 0.785 -2.209 0.125
H 0.488 0.919 -1.274 0.112
H 2.798 -1.047 -0.547 0.139
H 0.011 -0.649 0.649 0.079
H 1.367 -1.369 1.492 0.075
H 0.777 -2.145 0.076 0.060
H 1.751 1.167 0.858 0.072
H 3.021 0.309 1.205 0.030
C -2.505 0.495 -3.042 -0.126
O -3.843 0.892 -2.989 -0.187
C -4.677 0.027 -2.238 -0.218
C -6.095 0.575 -2.177 -0.433
C -6.845 -0.250 -1.141 -0.077
N -6.834 0.395 -3.440 0.022
H -2.328 -0.411 -3.635 0.086
H -2.111 0.312 -2.033 0.080
H -1.927 1.299 -3.497 0.089
H -4.675 -1.007 -2.611 0.127
H -4.198 -0.016 -1.246 0.126
H -6.180 1.633 -1.926 0.141
H -7.908 -0.026 -1.118 0.077
H -6.403 -0.082 -0.157 0.079
H -6.714 -1.299 -1.425 0.076
H -6.330 0.760 -4.252 0.070
H -6.763 -0.600 -3.682 0.069
C -1.515 1.914 2.615 -0.115
O -2.307 1.336 3.623 -0.166
C -2.692 2.230 4.633 -0.228
C -1.608 2.972 5.397 -0.459
C -0.667 2.001 6.098 -0.058
N -2.127 3.908 6.371 0.035
H -0.488 2.177 2.894 0.075
H -1.994 2.864 2.332 0.092
H -1.450 1.258 1.751 0.079
H -3.469 2.901 4.229 0.124
H -3.303 1.680 5.360 0.129
H -0.943 3.496 4.700 0.126
H 0.144 2.410 6.695 0.074
H -0.248 1.318 5.355 0.069
H -1.281 1.375 6.759 0.085
H -2.828 4.541 5.986 0.072
H -2.644 3.506 7.148 0.075
C 2.662 0.564 4.980 -0.119
O 2.113 1.602 4.212 -0.222
C 2.467 2.926 4.562 -0.196
C 3.915 3.208 4.118 -0.438
C 4.309 4.646 4.242 -0.074
N 4.116 2.814 2.706 0.058
H 3.750 0.511 4.840 0.065
H 2.262 -0.419 4.753 0.092
H 2.560 0.791 6.050 0.093
H 1.770 3.563 4.012 0.127
H 2.324 3.165 5.623 0.123
H 4.541 2.530 4.706 0.128
H 5.362 4.845 4.035 0.079
H 4.260 4.957 5.295 0.082
H 3.724 5.294 3.590 0.084
H 3.511 3.363 2.093 0.082
H 3.686 1.895 2.587 0.022
C -4.825 -5.941 -2.978 -0.123
O -3.489 -5.600 -3.229 -0.186
C -2.911 -4.822 -2.201 -0.225
C -1.654 -4.131 -2.699 -0.427
C -0.599 -5.113 -3.222 -0.056
N -1.115 -3.329 -1.606 0.054
H -5.218 -6.377 -3.891 0.087
H -5.466 -5.105 -2.667 0.082
H -4.895 -6.627 -2.123 0.088
H -3.634 -4.100 -1.805 0.115
H -2.702 -5.471 -1.337 0.130
H -2.001 -3.503 -3.522 0.137
H 0.354 -4.640 -3.465 0.063
H -0.977 -5.654 -4.090 0.075
H -0.323 -5.820 -2.433 0.081
H -0.476 -2.591 -1.891 0.026
H -0.539 -3.896 -0.990 0.071
O 4.550 -2.940 -4.038 -0.061
H 4.577 -2.154 -4.595 0.005
H 4.643 -2.595 -3.140 0.029
O 5.057 0.085 -2.797 -0.081
H 4.483 0.697 -2.318 -0.007
H 4.742 0.116 -3.724 -0.011
O 2.296 -1.887 -6.627 -0.041
H 2.553 -2.702 -7.076 0.063
H 1.488 -1.601 -7.071 0.062
O 3.805 0.245 -5.336 -0.060
H 4.339 0.552 -6.078 0.066
H 3.262 -0.476 -5.702 0.002
O 4.416 2.482 -0.928 -0.100
H 5.181 2.218 -0.407 0.034
H 3.729 1.808 -0.712 -0.020
O 0.332 3.249 0.076 -0.056
H -0.603 3.472 0.162 0.034
H 0.537 3.400 -0.854 0.044
O 4.336 -0.387 2.411 -0.054
H 4.608 -1.294 2.595 0.064
H 4.995 0.165 2.854 0.051
```

Summary:
relative energy (zero: lowest compared OMol25 entry of this formula, charge and spin)	92.7	kJ/mol
spin multiplicity	1
SMILES string	COC[C@H](C)N.COC[C@H](C)N.COC[C@H](C)N.COC[C@H](C)N.COC[C@H](C)N.O.O.O.O.O.O.O
E_HOMO	-9.12	eV


Entry 2:
The following is a quantum chemistry calculation of a structure of composition C20H70Ba2F3O18 in a non-equilibrium geometry, from the OMol25 dataset.

```
113
Properties=species:S:1:pos:R:3:lowdin_charge:R:1
Ba -25.771 -21.228 33.248 1.543
Ba -27.950 -18.052 34.473 1.607
C -29.890 -20.767 33.210 -0.374
O -30.393 -19.725 34.087 -0.216
O -28.535 -20.437 32.986 -0.550
C -30.300 -22.253 33.656 -0.490
F -30.155 -23.084 32.574 0.114
F -29.638 -22.728 34.695 0.148
F -31.624 -22.307 33.992 0.122
C -31.811 -19.545 34.314 -0.217
C -32.076 -18.168 34.964 -0.045
H -33.144 -18.034 35.138 0.080
H -31.564 -17.992 35.910 0.073
H -31.749 -17.389 34.275 0.050
H -32.168 -20.264 35.051 0.093
H -32.489 -19.556 33.461 0.114
H -30.415 -20.550 32.279 0.138
C -31.023 -23.890 29.161 -0.130
O -29.790 -24.010 28.475 -0.135
H -31.788 -23.458 28.516 0.093
H -31.337 -24.914 29.362 0.089
H -30.904 -23.244 30.031 0.063
H -29.751 -24.940 28.239 0.098
C -27.519 -23.032 30.569 -0.127
O -27.278 -23.292 31.951 -0.293
H -28.559 -22.719 30.481 0.056
H -26.914 -22.193 30.226 0.076
H -27.389 -23.907 29.931 0.099
H -27.685 -24.106 32.257 0.026
C -31.752 -23.397 37.990 -0.174
O -32.148 -22.235 38.626 -0.124
H -32.649 -23.988 37.804 0.082
H -31.275 -23.069 37.067 0.055
H -31.039 -23.984 38.569 0.083
H -32.752 -21.779 38.035 0.011
C -29.587 -26.138 32.053 -0.105
O -28.231 -25.858 32.366 -0.129
H -30.079 -25.398 31.422 0.063
H -29.725 -27.054 31.479 0.097
H -30.089 -26.194 33.019 0.067
H -27.913 -26.614 32.865 0.092
C -29.618 -20.596 28.732 -0.163
O -29.042 -21.440 27.738 -0.104
H -29.036 -20.554 29.653 0.050
H -29.747 -19.573 28.378 0.086
H -30.564 -21.039 29.041 0.055
H -29.039 -22.356 28.026 0.023
C -26.651 -24.329 35.564 -0.089
O -25.557 -23.641 34.893 -0.287
H -27.466 -23.667 35.857 0.079
H -26.900 -25.120 34.856 0.078
H -26.162 -24.790 36.422 0.098
H -24.865 -24.295 34.769 0.087
C -29.062 -17.089 31.320 -0.148
O -29.709 -16.907 32.575 -0.287
H -28.789 -18.132 31.160 0.066
H -29.624 -16.715 30.464 0.098
H -28.151 -16.491 31.300 0.079
H -30.535 -16.455 32.388 0.006
C -31.872 -14.600 31.441 -0.100
O -32.051 -15.715 32.318 -0.162
H -32.478 -13.739 31.724 0.092
H -30.859 -14.229 31.595 0.085
H -31.944 -14.880 30.390 0.089
H -32.938 -15.698 32.684 0.040
C -29.832 -25.885 35.732 -0.140
O -30.850 -26.732 36.250 -0.104
H -29.174 -26.548 35.170 0.076
H -30.196 -25.105 35.064 0.065
H -29.276 -25.386 36.525 0.080
H -30.537 -27.133 37.065 0.106
C -33.642 -14.406 34.745 -0.124
O -34.468 -15.102 33.823 -0.133
H -33.125 -15.106 35.401 0.077
H -32.924 -13.897 34.102 0.076
H -34.192 -13.714 35.383 0.093
H -35.115 -15.598 34.329 0.086
C -35.310 -22.077 33.919 -0.105
O -34.937 -20.755 34.310 -0.158
H -36.145 -21.944 33.231 0.087
H -34.512 -22.549 33.346 0.073
H -35.595 -22.632 34.813 0.092
H -35.101 -20.191 33.551 0.021
C -29.758 -20.234 37.395 -0.132
O -28.774 -19.425 36.814 -0.277
H -30.221 -20.933 36.700 0.068
H -29.442 -20.761 38.296 0.101
H -30.563 -19.588 37.745 0.096
H -27.972 -19.930 36.657 0.027
C -33.552 -25.260 34.680 -0.169
O -32.980 -26.530 34.506 -0.110
H -34.472 -25.045 34.137 0.075
H -33.717 -25.048 35.736 0.075
H -32.824 -24.532 34.323 0.051
H -32.216 -26.571 35.086 0.011
C -34.670 -20.211 37.665 -0.143
O -33.872 -21.051 36.911 -0.143
H -34.486 -20.546 38.686 0.093
H -34.395 -19.158 37.602 0.077
H -35.722 -20.287 37.388 0.094
H -34.186 -20.940 36.010 0.031
C -35.337 -17.856 32.285 -0.119
O -35.526 -19.250 32.104 -0.136
H -36.209 -17.487 32.824 0.095
H -34.383 -17.722 32.795 0.060
H -35.198 -17.385 31.312 0.095
H -36.239 -19.379 31.473 0.110
C -32.630 -19.307 30.192 -0.190
O -33.149 -19.521 28.934 -0.087
H -32.586 -18.232 30.368 0.077
H -33.284 -19.780 30.925 0.075
H -31.610 -19.672 30.312 0.043
H -32.702 -19.031 28.240 0.090
```

Summary:
spin multiplicity	2
charge	+2
E_HOMO (alpha / beta)	-10.59 / -12.98	eV


Entry 3:
The following is a quantum chemistry calculation of a cluster of 16 separate species, C20H72N16O16 in total in a non-equilibrium geometry, from the OMol25 dataset.

```
124
Properties=species:S:1:pos:R:3:lowdin_charge:R:1
C 2.684 -0.556 -2.617 -0.054
C 3.770 -0.738 -1.478 -0.246
O 4.476 0.447 -1.601 -0.110
H 2.099 -1.424 -2.765 0.033
H 3.094 -0.345 -3.615 0.085
H 1.990 0.292 -2.550 0.052
H 4.290 -1.657 -1.708 0.116
H 3.346 -0.815 -0.436 0.108
H 5.397 0.182 -1.741 0.123
C -0.073 -3.341 -4.606 -0.069
C -0.506 -3.215 -3.203 -0.347
O 0.499 -3.692 -2.349 -0.042
H -0.873 -3.388 -5.373 0.077
H 0.586 -4.146 -4.724 0.067
H 0.546 -2.490 -4.801 0.076
H -1.355 -3.837 -3.008 0.115
H -0.654 -2.133 -3.110 0.077
H 0.069 -4.417 -1.939 0.062
C -1.857 -0.056 -4.793 -0.068
C -2.502 -1.161 -5.693 -0.224
O -2.936 -2.220 -4.791 -0.134
H -0.950 -0.304 -4.193 0.059
H -2.517 0.381 -4.006 0.052
H -1.573 0.796 -5.424 0.080
H -1.779 -1.537 -6.353 0.087
H -3.289 -0.770 -6.229 0.087
H -2.965 -3.020 -5.383 0.115
C 0.797 0.428 0.074 -0.044
C -0.125 -0.283 -0.864 -0.288
O -1.155 -0.954 -0.200 -0.153
H 1.086 -0.156 0.908 0.047
H 0.290 1.429 0.363 0.114
H 1.723 0.745 -0.366 0.046
H 0.296 -0.992 -1.536 0.077
H -0.572 0.518 -1.429 0.096
H -1.958 -0.843 -0.790 0.048
C -2.268 2.623 3.003 -0.617
O -3.491 3.226 2.769 -0.121
N -2.050 1.834 4.029 0.129
N -1.273 2.757 2.160 0.100
H -2.944 1.657 4.559 0.158
H -1.106 1.490 4.449 0.071
H -1.178 3.401 1.336 0.120
H -0.384 2.302 2.435 0.057
C 0.934 1.825 4.307 -0.556
O 1.559 3.019 4.539 -0.064
N 0.821 1.311 3.081 0.113
N 0.253 1.117 5.218 0.130
H 1.491 1.692 2.370 0.092
H 0.201 0.505 2.794 0.072
H 0.355 1.433 6.207 0.161
H -0.026 0.140 5.175 0.068
C 1.428 -3.775 0.817 -0.632
O 2.510 -2.999 0.709 -0.067
N 1.543 -4.995 1.231 0.166
N 0.223 -3.330 0.554 0.141
H 2.540 -5.397 1.233 0.172
H 0.780 -5.718 1.172 0.146
H 0.004 -2.448 0.147 0.078
H -0.490 -4.013 0.450 0.054
C -3.436 -3.429 0.864 -0.559
O -2.283 -4.110 0.413 -0.141
N -3.440 -2.375 1.716 0.128
N -4.604 -3.823 0.476 0.173
H -2.476 -2.215 2.164 0.095
H -4.339 -1.947 2.039 0.157
H -4.562 -4.629 -0.152 0.138
H -5.547 -3.447 0.802 0.173
C -2.341 2.455 -0.955 -0.603
O -1.407 3.452 -0.665 -0.139
N -2.942 2.288 -2.066 0.189
N -2.673 1.682 0.051 0.159
H -2.705 2.741 -2.995 0.158
H -3.646 1.536 -2.193 0.068
H -2.127 1.869 0.932 0.059
H -3.207 0.657 -0.016 0.111
C 4.279 3.682 -0.501 -0.671
O 3.818 4.943 -0.142 -0.128
N 5.464 3.351 -0.256 0.162
N 3.447 2.745 -0.898 0.132
H 5.917 4.106 0.272 0.137
H 5.993 2.470 -0.354 0.135
H 2.530 3.104 -1.329 0.105
H 3.782 1.764 -1.125 0.066
C -1.099 -1.321 3.398 -0.653
O -1.189 -1.215 4.775 -0.096
N -0.864 -2.411 2.792 0.153
N -1.285 -0.382 2.569 0.164
H -0.681 -3.235 3.301 0.131
H -0.420 -2.659 1.836 0.087
H -1.838 0.399 2.942 0.096
H -1.136 -0.394 1.611 0.058
C -3.925 -0.806 -1.589 -0.602
O -4.669 0.035 -2.448 -0.115
N -3.024 -1.615 -1.841 0.209
N -4.099 -0.621 -0.309 0.119
H -2.939 -1.780 -2.877 0.123
H -2.510 -2.297 -1.252 0.133
H -4.902 -0.078 -0.056 0.144
H -3.919 -1.312 0.450 0.064
C 1.096 4.784 1.793 -0.194
O 0.322 4.865 2.892 -0.086
H 2.071 4.364 1.928 0.044
H 1.468 5.790 1.594 0.099
H 0.583 4.292 1.028 0.051
H -0.152 4.049 2.895 -0.001
C 0.573 2.754 -3.191 -0.136
O 0.941 3.149 -1.860 -0.169
H -0.108 1.828 -3.283 0.064
H 1.533 2.617 -3.761 0.097
H -0.078 3.519 -3.641 0.076
H 0.134 3.014 -1.339 0.010
C 3.869 2.238 2.716 -0.114
O 3.081 1.501 1.702 -0.185
H 4.850 2.593 2.356 0.065
H 3.897 1.558 3.603 0.079
H 3.500 3.246 3.190 0.101
H 3.267 1.974 0.858 0.038
C 2.498 -1.246 3.082 -0.159
O 2.842 -2.417 3.812 -0.110
H 1.394 -1.394 2.934 0.064
H 2.891 -1.159 2.104 0.042
H 2.727 -0.387 3.664 0.058
H 2.973 -3.094 3.123 0.057
```

Summary:
relative energy (zero: lowest compared OMol25 entry of this formula, charge and spin)	393.2	kJ/mol
spin multiplicity	1
E_HOMO	-7.90	eV


Entry 4:
The following is a quantum chemistry calculation of a cluster of 17 separate species, C20H74N18O17 in total in a non-equilibrium geometry, from the OMol25 dataset.

```
129
Properties=species:S:1:pos:R:3:lowdin_charge:R:1
C -3.733 3.471 3.415 -0.049
C -3.591 3.283 1.913 -0.323
O -4.066 2.063 1.470 -0.080
H -4.725 3.275 3.815 0.088
H -3.546 4.494 3.559 0.059
H -3.111 2.796 3.990 0.056
H -2.531 3.387 1.520 0.104
H -4.233 4.028 1.435 0.108
H -4.316 2.105 0.572 0.073
C 1.068 -3.358 2.570 -0.091
C 0.628 -4.298 3.657 -0.324
O -0.529 -3.790 4.238 -0.085
H 1.977 -3.799 2.094 0.088
H 1.233 -2.287 2.906 0.079
H 0.267 -3.261 1.873 0.037
H 1.358 -4.376 4.407 0.094
H 0.428 -5.320 3.240 0.132
H -0.313 -3.795 5.196 0.126
C -2.319 -3.091 -2.985 -0.054
C -0.878 -2.648 -2.614 -0.349
O -0.142 -3.722 -2.208 -0.064
H -2.943 -2.422 -3.431 0.010
H -2.778 -3.552 -2.162 0.017
H -2.260 -3.994 -3.716 0.114
H -0.878 -1.897 -1.824 0.077
H -0.305 -2.026 -3.336 0.087
H 0.652 -3.475 -1.762 -0.004
C 3.047 -3.837 -0.858 -0.621
O 1.841 -3.154 -0.588 -0.122
N 3.167 -5.133 -0.778 0.204
N 3.985 -3.173 -1.297 0.131
H 2.558 -5.773 -0.293 0.129
H 4.062 -5.533 -0.998 0.111
H 3.759 -2.099 -1.172 0.076
H 4.940 -3.486 -1.530 0.168
C 4.992 -0.243 -1.305 -0.550
O 5.721 -0.259 -2.517 -0.167
N 5.531 0.136 -0.129 0.150
N 3.714 -0.602 -1.129 0.085
H 6.634 0.204 -0.180 0.175
H 5.018 0.409 0.676 0.042
H 3.114 -0.662 -1.977 0.043
H 3.216 -0.694 -0.163 0.080
C -2.234 -0.709 2.819 -0.669
O -3.093 -1.568 2.249 -0.063
N -2.280 0.554 2.766 0.146
N -1.240 -1.227 3.465 0.188
H -3.155 0.960 2.245 0.129
H -1.808 1.029 3.559 0.101
H -1.177 -2.317 3.575 0.128
H -0.449 -0.726 3.867 0.046
C 2.860 0.056 2.059 -0.649
O 4.045 0.316 2.668 -0.092
N 2.705 -0.942 1.306 0.150
N 1.809 0.780 2.336 0.162
H 3.508 -1.592 1.357 0.161
H 1.800 -1.354 0.994 0.088
H 2.055 1.729 2.706 0.166
H 0.997 0.614 1.737 0.073
C 2.291 -1.807 -4.046 -0.572
O 1.989 -0.893 -3.020 -0.154
N 2.000 -1.566 -5.296 0.166
N 2.933 -2.865 -3.826 0.212
H 1.362 -0.788 -5.477 0.121
H 2.310 -2.166 -6.112 0.155
H 3.270 -2.975 -2.792 0.105
H 3.247 -3.582 -4.444 0.128
C 0.346 0.883 5.482 -0.667
O 0.545 1.037 6.856 -0.145
N 0.956 0.000 4.780 0.137
N -0.242 1.754 4.816 0.166
H 1.467 -0.709 5.313 0.149
H 1.211 0.156 3.796 0.053
H -0.682 2.460 5.407 0.146
H -0.066 1.945 3.825 0.071
C 0.002 3.463 -4.073 -0.574
O 0.374 2.710 -2.930 -0.130
N 0.776 3.880 -4.989 0.171
N -1.248 3.840 -4.221 0.151
H 1.740 3.550 -4.806 0.148
H 0.545 4.462 -5.810 0.145
H -1.909 3.449 -3.458 0.075
H -1.522 4.684 -4.675 0.103
C -2.053 3.558 -1.153 -0.598
O -0.864 3.249 -0.626 -0.069
N -2.634 2.888 -2.111 0.155
N -2.726 4.602 -0.879 0.209
H -2.117 1.968 -2.322 0.085
H -3.512 3.034 -2.413 0.091
H -2.383 5.283 -0.205 0.149
H -3.552 4.835 -1.323 0.103
C -0.037 -0.065 -0.006 -0.636
O -0.044 -1.372 0.428 -0.092
N 0.480 0.346 -1.106 0.219
N -0.479 0.878 0.724 0.146
H 0.748 -0.415 -1.766 0.083
H 0.457 1.300 -1.546 0.087
H -0.991 0.665 1.616 0.087
H -0.710 1.764 0.350 0.049
C -3.405 -0.490 -0.721 -0.133
O -4.475 -0.397 0.180 -0.112
H -3.415 0.295 -1.491 0.052
H -3.313 -1.506 -1.100 0.073
H -2.544 -0.231 -0.145 0.052
H -4.252 -0.783 1.003 0.006
C -2.456 -3.856 0.253 -0.176
O -2.167 -4.758 1.276 -0.104
H -1.940 -2.983 0.497 0.037
H -3.500 -3.828 -0.004 0.093
H -1.886 -4.273 -0.587 0.069
H -1.253 -4.578 1.498 0.040
C -2.466 0.450 -3.947 -0.167
O -1.571 0.669 -2.929 -0.150
H -2.339 -0.582 -4.373 0.098
H -2.595 1.166 -4.777 0.089
H -3.475 0.407 -3.571 0.074
H -0.687 0.552 -3.290 0.087
C 0.280 4.512 2.610 -0.102
O -0.144 3.149 2.493 -0.167
H 0.876 4.694 3.598 0.120
H -0.519 5.221 2.758 0.062
H 0.855 4.786 1.754 0.061
H 0.209 2.811 1.689 -0.002
C 2.861 2.682 -0.807 -0.061
O 1.937 3.256 0.208 -0.140
H 3.155 3.445 -1.439 0.062
H 2.328 2.090 -1.487 0.025
H 3.554 2.052 -0.341 0.046
H 1.016 3.091 -0.078 0.014
```

Summary:
relative energy (zero: lowest compared OMol25 entry of this formula, charge and spin)	326.5	kJ/mol
spin multiplicity	1
E_HOMO	-8.05	eV


no.,E_tot (Eh)
1,-1979.95109
2,-2508.21505
3,-2884.92036
4,-3070.91926